(1)
The molecule C4H9NS2 in a non-equilibrium geometry. Source: OMol25; level of theory: ωB97M-V/def2-TZVPD.

Calculated values
Energy relative to the best compared isomer or geometry (same formula, charge and spin): 32.23 kcal per mole
Maximum force: 0.02466 Eh/bohr
Orbital gap: 9.33 eV
Highest occupied orbital energy: -8.64 eV
Multiplicity: 1
LUMO level: 0.026 Ha
SMILES: CS[C@@H](C)/C=N\S

Geometry (Å):
S1 0.600 -2.139 0.192
S2 -0.412 1.686 -0.885
N1 1.784 -0.936 0.555
C1 1.444 0.281 0.614
C2 -1.029 0.098 1.300
C3 -0.614 0.372 -2.082
C4 0.078 0.914 0.663
H1 0.295 0.004 -2.579
H2 -1.425 -0.627 0.620
H3 2.250 0.987 0.721
H4 -1.307 0.802 -2.754
H5 -1.760 0.789 1.669
H6 -0.586 -0.401 2.161
H7 -1.062 -0.501 -1.651
H8 0.225 1.809 1.240
H9 1.519 -3.138 0.217

Charges obtained by Mulliken population analysis, quoted in units of e: -0.14, -0.09, -0.47, -0.16, -1.43, -0.78, 0.31, 0.26, 0.37, 0.41, 0.36, 0.39, 0.35, 0.24, 0.21, 0.15


(2)
A cluster of 4 separate species, C4H9NS2 in total in a non-equilibrium geometry. Source: OMol25; level of theory: ωB97M-V/def2-TZVPD.

Calculated values
Energy relative to the best compared isomer or geometry (same formula, charge and spin): 211.95 kcal per mole
Maximum force: 0.09429 Eh/bohr
Orbital gap: 8.58 eV
Highest occupied orbital energy: -8.60 eV
Multiplicity: 1
LUMO level: -0.001 Ha

Geometry (Å):
S1 -0.565 2.026 -1.265
S2 -1.866 -1.204 -0.868
N1 0.975 -0.003 -0.253
C1 -1.008 1.520 0.320
C2 -0.019 0.308 0.673
C3 -1.459 0.032 0.447
C4 1.701 -1.266 0.074
H1 1.599 -1.478 1.515
H2 -1.948 -0.347 1.493
H3 0.243 0.025 1.725
H4 0.605 -0.280 -1.221
H5 3.190 -0.637 -0.355
H6 1.231 -2.607 -0.790
H7 0.957 2.055 -0.848
H8 -2.345 -0.351 -1.731
H9 -1.289 2.205 1.083

Charges obtained by Mulliken population analysis, quoted in units of e: -0.30, -0.20, -0.30, -0.39, -0.16, -0.22, -0.59, 0.23, 0.28, 0.24, 0.30, 0.20, 0.20, 0.20, 0.12, 0.38


(3)
A cluster of 2 separate species, C4H9O in total in a non-equilibrium geometry. Source: OMol25; level of theory: ωB97M-V/def2-TZVPD.

Calculated values
Energy relative to the best compared isomer or geometry (same formula, charge and spin): 39.94 kcal per mole
Maximum force: 0.06871 Eh/bohr
Orbital gap: 5.91 eV
Highest occupied orbital energy: -1.80 eV
Total charge: -1
Multiplicity: 1
LUMO level: 0.151 Ha

Geometry (Å):
O1 1.831 -1.650 0.093
C1 1.164 -1.891 1.216
C2 -0.314 0.783 -0.958
C3 0.547 1.821 -0.738
C4 -1.763 0.616 -0.450
H1 0.073 -2.086 1.058
H2 -1.827 -0.319 0.099
H3 -2.297 0.593 -1.437
H4 0.193 2.828 -0.434
H5 1.579 1.745 -1.090
H6 1.199 -0.930 1.809
H7 -2.082 1.471 0.210
H8 0.255 -0.262 -1.223
H9 1.443 -2.718 1.843

Charges obtained by Mulliken population analysis, quoted in units of e: -0.84, -0.57, 0.03, -0.74, -0.75, 0.04, 0.22, 0.22, 0.25, 0.26, 0.13, 0.25, 0.20, 0.28


(4)
The ion C4H9O with charge -1 in a non-equilibrium geometry. Source: OMol25; level of theory: ωB97M-V/def2-TZVPD.

Calculated values
Energy relative to the best compared isomer or geometry (same formula, charge and spin): 6.83 kcal per mole
Maximum force: 0.03091 Eh/bohr
Orbital gap: 6.19 eV
Highest occupied orbital energy: -2.03 eV
Total charge: -1
Multiplicity: 1
LUMO level: 0.153 Ha
SMILES: CCCC[O-]

Geometry (Å):
O1 -2.352 0.460 0.476
C1 -0.095 -0.476 0.570
C2 0.976 -0.846 -0.432
C3 2.108 0.151 -0.659
C4 -1.088 0.739 0.178
H1 -0.813 -1.294 0.622
H2 -0.611 1.612 0.731
H3 2.250 0.472 -1.694
H4 0.520 -1.155 -1.381
H5 3.082 -0.293 -0.405
H6 2.045 1.052 -0.049
H7 -0.918 1.019 -0.902
H8 0.320 -0.247 1.554
H9 1.423 -1.809 -0.123

Charges obtained by Mulliken population analysis, quoted in units of e: -0.88, -0.75, -0.33, -1.07, -0.25, 0.24, 0.06, 0.26, 0.31, 0.32, 0.31, 0.13, 0.35, 0.30


(5)
A cluster of 2 separate species, C4H9O2 in total in a non-equilibrium geometry. Source: OMol25; level of theory: ωB97M-V/def2-TZVPD.

Calculated values
Energy relative to the best compared isomer or geometry (same formula, charge and spin): 40.98 kcal per mole
Maximum force: 0.02852 Eh/bohr
Orbital gap: 7.06 eV
Highest occupied orbital energy: -2.73 eV
Total charge: -1
Multiplicity: 1
LUMO level: 0.159 Ha

Geometry (Å):
O1 -1.604 -0.408 0.293
O2 1.715 0.493 -0.477
C1 -0.164 0.454 2.021
C2 1.029 -0.097 -1.336
C3 -0.052 0.410 -2.078
C4 -0.661 -0.789 1.277
H1 0.303 1.135 1.282
H2 -1.214 -1.496 1.971
H3 -0.429 -0.157 -2.900
H4 0.616 0.203 2.711
H5 -1.255 -0.177 -0.597
H6 -0.332 1.462 -2.089
H7 0.203 -1.278 0.859
H8 1.285 -1.171 -1.606
H9 -0.981 0.927 2.536

Charges obtained by Mulliken population analysis, quoted in units of e: -0.64, -0.68, -0.90, 0.11, -1.19, -0.30, 0.22, 0.26, 0.36, 0.30, 0.28, 0.31, 0.25, 0.29, 0.31


(6)
A cluster of 2 separate species, C4H9O2 in total in a non-equilibrium geometry. Source: OMol25; level of theory: ωB97M-V/def2-TZVPD.

Calculated values
Energy relative to the best compared isomer or geometry (same formula, charge and spin): 37.37 kcal per mole
Maximum force: 0.10673 Eh/bohr
Orbital gap: 7.02 eV
Highest occupied orbital energy: -3.40 eV
Total charge: -1
Multiplicity: 1
LUMO level: 0.133 Ha

Geometry (Å):
O1 -1.755 -1.266 0.889
O2 -0.623 -0.126 2.376
C1 2.835 0.303 -1.636
C2 -1.343 -0.199 1.374
C3 -1.738 1.064 0.600
C4 1.904 -0.076 -2.718
H1 -0.969 1.795 1.113
H2 1.235 0.692 -2.974
H3 2.624 -0.054 -0.545
H4 3.822 -0.002 -1.867
H5 -2.772 1.231 0.564
H6 2.424 -0.557 -3.717
H7 1.265 -1.001 -2.598
H8 2.734 1.367 -1.350
H9 -1.287 1.113 -0.473

Charges obtained by Mulliken population analysis, quoted in units of e: -0.73, -0.73, -0.78, 0.54, -0.64, -0.78, 0.21, 0.26, 0.25, 0.28, 0.26, 0.25, 0.27, 0.25, 0.09


(7)
A cluster of 2 separate species, C4H9O2 in total in a non-equilibrium geometry. Source: OMol25; level of theory: ωB97M-V/def2-TZVPD.

Calculated values
Energy relative to the best compared isomer or geometry (same formula, charge and spin): 47.48 kcal per mole
Maximum force: 0.13995 Eh/bohr
Orbital gap: 7.29 eV
Highest occupied orbital energy: -3.56 eV
Total charge: -1
Multiplicity: 1
LUMO level: 0.137 Ha

Geometry (Å):
O1 0.527 -2.336 -0.075
O2 -1.193 -2.968 1.026
C1 0.642 1.083 0.052
C2 -1.524 -1.612 -0.910
C3 -0.681 -2.406 0.141
C4 1.360 2.344 0.863
H1 2.235 2.093 1.398
H2 0.850 2.531 1.775
H3 1.318 0.317 -0.010
H4 -1.659 -0.623 -0.706
H5 1.313 3.395 0.301
H6 -0.330 0.761 0.346
H7 -2.415 -2.066 -1.307
H8 0.450 1.045 -1.047
H9 -0.894 -1.558 -1.844

Charges obtained by Mulliken population analysis, quoted in units of e: -0.72, -0.66, -0.91, -0.92, 0.52, -0.96, 0.34, 0.32, 0.41, 0.20, 0.20, 0.23, 0.36, 0.37, 0.24


(8)
The ion C4H9O2 with charge -1 in a non-equilibrium geometry. Source: OMol25; level of theory: ωB97M-V/def2-TZVPD.

Calculated values
Energy relative to the best compared isomer or geometry (same formula, charge and spin): 53.65 kcal per mole
Maximum force: 0.03518 Eh/bohr
Orbital gap: 7.50 eV
Highest occupied orbital energy: -3.02 eV
Total charge: -1
Multiplicity: 1
LUMO level: 0.164 Ha
SMILES: [O-]CCCCO

Geometry (Å):
O1 1.151 1.315 -0.600
O2 1.236 -1.019 -0.065
C1 -1.148 0.529 -0.575
C2 0.196 -1.456 0.637
C3 -0.096 1.415 0.039
C4 -1.256 -0.717 0.335
H1 -2.118 1.005 -0.751
H2 -0.348 2.495 0.086
H3 1.431 0.357 -0.418
H4 -2.035 -1.329 -0.123
H5 -1.525 -0.383 1.333
H6 0.013 -2.569 0.553
H7 -0.915 0.205 -1.588
H8 0.122 1.083 1.050
H9 0.253 -1.219 1.717

Charges obtained by Mulliken population analysis, quoted in units of e: -0.70, -0.87, -0.41, -0.34, -0.61, -0.93, 0.34, 0.30, 0.48, 0.39, 0.31, 0.26, 0.30, 0.29, 0.19


(9)
A cluster of 2 separate species, C4H9O2 in total in a non-equilibrium geometry. Source: OMol25; level of theory: ωB97M-V/def2-TZVPD.

Calculated values
Energy relative to the best compared isomer or geometry (same formula, charge and spin): 34.62 kcal per mole
Maximum force: 0.12552 Eh/bohr
Orbital gap: 7.34 eV
Highest occupied orbital energy: -3.51 eV
Total charge: -1
Multiplicity: 1
LUMO level: 0.141 Ha

Geometry (Å):
O1 -0.523 -0.683 -1.742
O2 -0.380 -2.293 -0.122
C1 -0.076 -1.284 -0.780
C2 0.329 2.370 1.498
C3 -0.969 1.761 1.170
C4 1.374 -0.619 -0.509
H1 0.970 1.432 1.605
H2 0.754 2.850 0.583
H3 0.565 3.030 2.352
H4 -1.641 2.454 0.575
H5 1.619 -0.135 -1.481
H6 2.187 -1.490 -0.303
H7 -0.932 0.861 0.699
H8 -1.513 1.563 2.228
H9 1.264 -0.119 0.386

Charges obtained by Mulliken population analysis, quoted in units of e: -0.67, -0.74, 0.55, -0.73, -0.49, -0.39, 0.20, 0.22, 0.33, 0.20, 0.24, 0.22, 0.09, 0.19, -0.22


(10)
A structure of composition C4H9O2 in a non-equilibrium geometry. Source: OMol25; level of theory: ωB97M-V/def2-TZVPD.

Calculated values
Energy relative to the best compared isomer or geometry (same formula, charge and spin): 101.66 kcal per mole
Maximum force: 0.11169 Eh/bohr
Orbital gap: 11.69 eV
Highest occupied orbital energy: -16.61 eV
Total charge: +1
Multiplicity: 1
LUMO level: -0.181 Ha

Geometry (Å):
O1 -1.187 0.071 -0.580
O2 -2.035 0.418 0.504
C1 1.240 0.481 -0.002
C2 -0.394 -1.131 -0.506
C3 0.128 1.384 -0.111
C4 0.797 -0.895 0.485
H1 -0.145 -1.217 -1.520
H2 -0.306 1.790 0.925
H3 1.882 0.162 -0.826
H4 0.015 2.174 -0.892
H5 1.958 0.796 0.722
H6 -1.076 -1.968 -0.258
H7 0.516 -0.792 1.495
H8 1.488 -1.707 0.344
H9 -2.882 0.434 0.222

Charges obtained by Mulliken population analysis, quoted in units of e: -0.12, -0.26, -0.52, -0.34, -0.05, -0.55, 0.32, 0.24, 0.31, 0.29, 0.37, 0.30, 0.31, 0.39, 0.31